Record 1
Entry from the OMol25 dataset: 2 unconnected molecules or ions with the total composition C2H10NO in a non-equilibrium geometry (the ωB97M-V functional and the def2-TZVPD basis).

Geometry (Å):
O  -1.384  0.916  0.334
N  0.797  0.338  -0.644
C  1.976  -0.590  -0.827
C  -1.823  -0.076  1.287
H  0.000  -0.112  -1.112
H  -2.091  1.425  -0.075
H  -2.927  -0.092  1.302
H  0.551  0.378  0.345
H  -1.433  0.227  2.269
H  2.752  0.002  -1.267
H  0.924  1.247  -1.075
H  1.800  -1.494  -1.452
H  2.254  -1.177  0.040
H  -1.396  -0.994  0.873

**Orbital gap**: 11.5 eV
**Lowest unoccupied orbital energy**: -3.6 eV
**Highest occupied orbital energy**: -15.1 eV
**Net charge**: +1

---

Record 2
Entry from the OMol25 dataset: a molecular structure, C21H17BF5N5O5PdS2Te (the ωB97M-V functional and the def2-TZVPD basis).

Geometry (Å):
Te  3.130  1.344  -2.382
Pd  0.472  1.092  0.348
S  3.425  1.600  3.825
S  0.750  2.476  2.663
F  3.710  1.264  -4.170
F  3.374  3.231  -2.643
F  3.701  -0.536  -2.347
F  4.717  1.518  -1.428
F  2.212  2.141  -0.239
O  -6.969  -1.137  2.760
O  -1.656  1.652  0.774
O  -5.231  -2.613  3.113
O  1.161  -0.662  -0.755
O  -0.933  -0.319  1.301
N  -0.192  2.016  -1.495
N  2.186  0.480  1.839
N  -0.826  1.379  -2.487
N  -0.220  -1.089  -2.622
N  0.804  -1.382  -1.808
C  -4.755  -1.464  2.545
C  -0.253  3.380  -3.248
C  -5.620  0.653  1.758
C  -0.225  -2.025  -3.591
C  -6.628  -2.412  3.310
C  3.853  -1.084  0.980
C  -4.314  0.986  1.397
C  -3.470  -1.158  2.197
C  0.820  -2.903  -3.394
C  5.509  -0.155  3.106
C  -3.265  0.103  1.614
C  1.459  -2.456  -2.242
C  5.938  -1.109  2.206
C  2.064  1.450  2.742
C  4.227  0.356  2.942
C  -1.900  0.485  1.214
C  0.174  3.220  -1.930
C  -0.878  2.185  -3.557
C  -5.804  -0.580  2.332
C  3.389  -0.114  1.892
C  5.122  -1.562  1.145
B  -1.374  -0.059  -2.342
H  -1.808  -0.237  -1.239
H  -2.170  -0.247  -3.223
H  2.341  -2.788  -1.728
H  -1.367  1.853  -4.457
H  1.096  -3.744  -4.004
H  -2.645  -1.841  2.345
H  5.522  -2.283  0.446
H  -7.186  -3.190  2.789
H  -0.992  -1.994  -4.344
H  -0.115  4.237  -3.882
H  0.744  3.878  -1.298
H  6.156  0.195  3.898
H  -6.851  -2.413  4.379
H  3.206  -1.372  0.163
H  -4.103  1.940  0.935
H  -6.449  1.326  1.591
H  6.937  -1.512  2.306

**Orbital gap (alpha / beta)**: 8.3 / 4.9 eV
**Lowest unoccupied orbital energy (alpha / beta)**: -0.4 / -3.7 eV
**Multiplicity**: 5
**Highest occupied orbital energy (alpha / beta)**: -8.6 / -8.6 eV
**<S²>**: 6.058
**Net charge**: 0

---

Record 3
Entry from the OMol25 dataset: a molecular structure, C5H6O2 (the ωB97M-V functional and the def2-TZVPD basis).

Geometry (Å):
O  -1.915  1.735  0.213
O  0.600  0.790  0.670
C  0.214  -0.349  -1.007
C  0.232  1.131  -0.687
C  0.533  -1.612  1.311
C  0.462  -0.535  0.296
C  -1.176  1.678  -0.736
H  0.201  -1.212  2.273
H  0.968  1.787  -1.165
H  -0.030  -0.953  -1.866
H  1.550  -1.999  1.426
H  -0.127  -2.436  1.025
H  -1.510  1.974  -1.753

**Orbital gap**: 10.0 eV
**Lowest unoccupied orbital energy**: 1.0 eV
**Highest occupied orbital energy**: -9.0 eV
**Net charge**: 0

---

In eV, the relative energy (zero: lowest compared OMol25 entry of this formula, charge and spin) values for the records above are, in order, 1.478 1.865 2.211.
In eV, the E_tot values for the records above are, in order, -5766.20402 -86445.68923 -9374.88416.